[1]
74
Properties=species:S:1:pos:R:3 method="wB97M-V/def2-TZVPD" homo_lumo_gap_ev=7.2 total_energy_ha=-5084.2588 largest_force_ha_per_bohr=0.02216 e_homo_ev=-7.19 total_charge=0
Hf 0.9335 0.1434 0.3787
Ge 3.8026 0.3963 0.1703
Cl -0.9274 -4.2851 -0.4280
Cl -0.5495 -0.0708 2.9114
Cl -3.7225 -4.2500 4.1789
O 0.0078 -1.6326 0.4931
C -1.7732 4.4978 -0.8653
C 5.2850 -0.5682 2.5495
C 7.0957 1.1740 -2.3109
C 4.0881 -0.6083 1.8313
C -2.6173 -3.4742 3.0843
C -1.1379 1.5814 -1.8012
C 2.4158 -0.1654 -1.0125
C -2.6327 4.1766 1.3491
C 5.8914 0.7010 -1.8008
C 4.3041 -1.7835 4.3851
C 5.3959 -1.1537 3.8049
C -2.5016 5.6724 -0.9701
C 7.4939 2.3756 -0.2666
C 2.1883 2.0741 2.1475
C -0.8480 -2.2312 1.3149
C -2.1090 -2.2296 3.4117
C -0.3033 1.5845 -2.9142
C 2.0936 4.2708 0.4792
C 3.1024 -1.8452 3.6945
C -2.5172 1.5057 -2.0175
C 1.4855 4.3333 1.7386
C 6.2951 1.8975 0.2433
C -0.6293 1.5718 -0.4007
C 3.0172 -1.2722 2.4325
C -0.8277 1.5639 -4.2009
C 1.5228 3.2371 2.5690
C 2.7376 3.1262 0.0635
C 7.8954 2.0070 -1.5441
C -1.2370 -1.6451 2.5162
C -1.8392 3.7264 0.2951
C -3.3097 6.0978 0.0773
C 2.8295 2.0009 0.9085
C -1.0417 2.4905 0.4855
C 5.4855 1.0466 -0.5143
C -2.2595 -4.1111 1.9088
C -1.3788 -3.4919 1.0374
C -3.3734 5.3456 1.2415
C -3.0444 1.4647 -3.2971
C -2.1989 1.5005 -4.4009
H 2.0653 -1.4186 1.9158
H 8.1133 3.0378 0.3251
H 0.9679 5.2340 2.0428
H 1.0356 3.2620 3.5360
H 0.7716 1.5887 -2.7701
H -3.9933 5.6660 2.0692
H 5.2595 0.0696 -2.4149
H -0.7424 2.3670 1.5269
H 8.8297 2.3776 -1.9468
H 2.2676 1.2431 2.8477
H 2.0406 5.1288 -0.1795
H 7.4087 0.8989 -3.3102
H 4.3911 -2.2328 5.3661
H -4.1170 1.4046 -3.4328
H 6.1534 -0.0795 2.1237
H -3.8796 7.0136 -0.0125
H -0.1547 1.5817 -5.0492
H 2.2451 -2.3467 4.1254
H 3.1802 3.0909 -0.9251
H -2.4357 6.2585 -1.8781
H 2.5976 -1.0880 -1.5665
H -1.1481 4.1763 -1.6876
H -3.1803 1.4872 -1.1600
H 6.3407 -1.1158 4.3328
H 5.9848 2.2073 1.2359
H -2.3863 -1.7400 4.3333
H -2.6731 3.5944 2.2636
H -2.6096 1.4642 -5.4017
H -2.6610 -5.0851 1.6700

---

[2]
33
Properties=species:S:1:pos:R:3 method="wB97M-V/def2-TZVPD" homo_lumo_gap_ev=8.6 e_above_lowest_kj_mol=0.0 total_energy_ha=-2173.6589 largest_force_ha_per_bohr=0.01748 e_homo_ev=-14.19 total_charge=+1
Ti -0.6562 -0.1355 -0.8100
O -1.3753 5.6736 -3.6002
O -2.3310 4.6839 -5.2677
O 2.6884 -0.4434 -2.9001
O 0.5408 -0.1071 -2.2047
O -1.6265 -1.3147 0.2163
O -1.5576 -2.6169 2.0934
O -1.3058 3.1690 0.9790
O -0.3185 1.2451 0.2627
O 3.5197 -4.0032 1.1068
N 0.7379 -1.4330 -0.2156
N -1.9107 4.7285 -4.1340
C 1.8179 -0.6234 -2.1243
C -1.0199 -2.1225 1.1697
C -1.1561 2.3689 0.1301
C -2.7495 2.4245 -3.8598
C -2.9377 1.2981 -3.0764
C -2.4350 1.2689 -1.7780
C -1.7654 2.3849 -1.2393
C -1.6086 3.5261 -2.0098
C -2.0960 3.5024 -3.2995
C 0.4413 -2.2529 0.7946
C 2.6242 -3.1495 0.6231
C 2.8824 -2.3372 -0.4953
C 1.3704 -3.1376 1.2644
C 1.8855 -1.4844 -0.8848
H 4.3488 -3.9676 0.6131
H 1.1529 -3.8202 2.0738
H -2.7822 0.4404 -1.1489
H -3.1120 2.4837 -4.8754
H -3.4881 0.4513 -3.4620
H -1.1167 4.4062 -1.6211
H 3.8109 -2.3907 -1.0492

---

[3]
30
Properties=species:S:1:pos:R:3 method="wB97M-V/def2-TZVPD" homo_lumo_gap_ev=4.5 e_above_lowest_kj_mol=85.0 total_energy_ha=-12316.9517 largest_force_ha_per_bohr=0.07329 e_homo_ev=-0.68 total_charge=-2
Te 3.2820 6.1424 10.2314
Br 6.9376 4.4323 3.6723
Se 5.0535 2.6715 10.0574
Se 3.6999 3.8934 11.3714
Se 4.9272 7.7921 10.7238
Cu 6.1657 3.1284 11.9661
O 6.7689 5.2073 11.7360
O 7.3864 3.1044 13.4796
O 8.6867 4.4941 14.6591
N 8.8316 6.6295 6.6068
C 7.4451 5.1535 5.4208
C 8.3795 6.1447 5.4453
C 8.4590 6.0152 7.7151
C 8.8776 6.3274 12.7115
C 7.4989 5.5391 12.9496
C 7.5948 4.9604 7.7630
C 6.9736 4.6084 6.5668
C 6.6482 6.3643 14.0050
C 7.8832 4.3116 13.7447
H 6.4746 7.3531 13.5332
H 9.5866 6.2825 13.4825
H 7.2179 6.4574 14.9173
H 9.3273 6.1135 11.7606
H 6.2426 3.7831 6.5278
H 8.9126 6.5124 4.5436
H 8.5313 7.3922 12.6583
H 6.1866 6.0264 11.3967
H 5.6979 5.8532 14.1064
H 8.9333 6.3783 8.6026
H 7.3784 4.4927 8.6371

---

[4]
120
Properties=species:S:1:pos:R:3 method="wB97M-V/def2-TZVPD" homo_lumo_gap_ev=4.4 total_energy_ha=-4537.6532 largest_force_ha_per_bohr=0.03425 e_homo_ev=-2.88 total_charge=-1
S 3.3716 2.5253 -3.6613
P -0.1062 1.2278 -0.9966
P 2.3741 -0.3452 -2.4955
P 1.6998 1.8067 -2.2919
O -7.1914 6.0506 -0.5710
O 8.5318 3.4175 -1.5365
O -6.4591 1.0664 0.5219
O 4.1733 -6.2290 -0.8615
O 2.7059 1.9596 -0.8996
O 2.7362 -3.2979 5.1064
O 5.2819 -5.4316 0.8936
O 2.2883 -5.5129 5.2006
O 8.6195 5.6118 -1.0079
O 5.4227 -3.3096 -3.0983
O 7.8854 4.9838 -3.0212
O 3.1850 -3.4131 -2.8664
O 4.2485 -4.6952 -4.3923
O -5.3363 5.3512 -1.6432
O -11.0011 1.2546 1.7746
O -5.5161 5.0497 0.5512
O -0.8634 2.6329 -0.5287
O 1.1461 -4.0923 6.4936
O -5.4831 -0.5195 -0.6955
O -12.3384 0.2609 0.2977
O -10.1034 0.0141 0.1235
O -5.0473 1.6496 -1.1286
O 6.4173 -6.3935 -0.8015
O 0.3482 0.5692 0.4288
N -1.1495 0.2753 -1.6991
C 2.8869 -1.1018 -0.8917
C 2.1200 -4.2055 5.5527
C 4.8377 3.1040 -0.6417
C 7.6570 -3.4603 -4.0423
C -3.2788 4.1320 -2.1891
C -4.0155 4.9688 -1.1803
C -7.5668 -0.2129 2.2734
C 5.5824 -4.6672 -4.9140
C 3.4741 -4.8251 2.4229
C 3.3018 3.2131 -0.6563
C -6.1158 5.5293 -0.5578
C -13.1794 0.7670 1.3434
C -11.0544 0.4644 0.6769
C 1.0876 -1.3299 -3.3730
C 5.3904 -6.0492 -0.3005
C -5.6108 0.8093 -0.4975
C 8.5721 6.8008 -1.8135
C -12.5732 2.1424 3.4081
C -4.3654 4.2828 0.1207
C 7.5982 6.3789 -2.8922
C -6.1138 -1.1799 0.4108
C 8.3622 4.5535 -1.8273
C 4.1850 -3.7662 -3.4002
C 8.1557 7.9979 -0.9977
C -0.1349 -5.5843 7.9229
C 3.9345 -4.9070 0.9913
C 6.3771 -4.1874 -3.7202
C 0.4451 -5.3448 6.5528
C 3.1885 -5.8962 0.1277
C 1.5374 -6.3000 6.1341
C -12.3055 1.8373 1.9573
C -7.1529 -0.1633 0.8270
H 3.3832 -5.8205 2.8589
H 1.2249 3.1545 -2.1899
H 5.1624 3.0049 0.3952
H 5.3188 3.9435 -1.1427
H 0.6554 -5.7072 8.6647
H -6.6956 -0.2522 2.9304
H 5.8766 -5.6546 -5.2624
H 2.9482 4.0099 -1.3166
H -2.2561 3.9655 -1.8563
H 2.3019 -5.4782 -0.3423
H -8.1345 0.6795 2.5352
H 4.1900 -4.2723 3.0269
H -8.0378 -0.2123 0.1899
H -12.3405 2.7557 1.3651
H 2.8784 2.1327 -4.8375
H 6.5561 6.4883 -2.5828
H 3.9359 -3.9142 0.5336
H 0.3296 -1.7701 -2.7240
H 8.0423 -2.9601 -3.1549
H -3.5650 4.3516 0.8550
H -13.3921 -0.0485 2.0387
H 8.7884 8.0965 -0.1160
H -3.4594 5.8923 -0.9895
H 7.4909 -2.6935 -4.8006
H -12.6289 1.2251 3.9963
H 3.4285 -2.0161 -1.1275
H -6.5375 -2.1307 0.0975
H 8.2351 8.9094 -1.5904
H 5.1427 2.1826 -1.1376
H -8.1877 -1.0897 2.4580
H -0.7580 -6.4785 7.9218
H 7.7502 6.8891 -3.8403
H -5.3568 -1.3535 1.1801
H 8.4097 -4.1602 -4.4063
H 2.0719 -1.3901 -0.2162
H -0.7421 -4.7345 8.2321
H 2.5100 -4.3235 2.4856
H 0.6223 -0.6608 -4.0976
H 1.5857 -2.1198 -3.9285
H 0.8710 1.6141 -3.4578
H -14.1114 1.1471 0.9333
H -11.7683 2.7474 3.8233
H 2.9238 -6.8101 0.6665
H -2.0467 0.7498 -1.7564
H 6.5724 -5.0102 -3.0261
H 3.5746 -0.4426 -0.3680
H -3.2598 4.6285 -3.1606
H 7.1272 7.8925 -0.6505
H 3.0046 3.5059 0.3596
H 5.6117 -3.9605 -5.7474
H 2.1955 -6.5725 6.9627
H -4.6827 3.2373 0.0168
H -0.3526 -5.3134 5.8048
H 9.5717 6.9564 -2.2321
H 0.0318 -0.3430 0.4333
H -0.9715 2.6139 0.4300
H 1.1646 -7.2024 5.6553
H -13.5113 2.6862 3.5152
H -3.7588 3.1684 -2.3294